The molecule C19H19FN2O in a non-equilibrium geometry, computed with the ωB97M-V functional and the def2-TZVPD basis.

Geometry (Å):
F: -0.182 5.218 -0.502
O: -2.700 3.651 -2.821
N: 0.375 -2.793 0.476
N: -1.574 -3.394 -2.306
C: 2.900 -3.979 3.605
C: -2.673 4.873 -2.116
C: -1.314 -0.017 -1.399
C: -1.725 2.333 -0.985
C: 3.783 -4.436 4.726
C: 1.821 -2.208 2.364
C: -1.262 -2.450 -1.728
C: -1.285 1.093 -0.560
C: 2.648 -2.632 3.387
C: -0.030 -1.560 0.093
C: -1.823 0.155 -2.691
C: -0.848 -1.336 -0.973
C: 2.296 -4.904 2.760
C: 1.469 -4.495 1.735
C: 1.216 -3.138 1.521
C: -2.265 1.384 -3.120
C: -1.438 5.716 -2.460
C: -0.147 5.160 -1.877
C: -2.219 2.496 -2.275
H: 0.339 -0.733 0.677
H: -1.594 6.727 -2.080
H: 4.461 -5.218 4.388
H: -3.567 5.411 -2.449
H: -2.657 1.516 -4.116
H: 1.008 -5.227 1.087
H: 3.179 -4.846 5.536
H: -1.671 3.157 -0.291
H: 0.005 4.111 -2.145
H: 1.658 -1.151 2.230
H: -2.745 4.724 -1.035
H: -0.929 1.002 0.455
H: -1.864 -0.691 -3.362
H: 2.478 -5.959 2.907
H: 0.018 -3.568 -0.073
H: 0.716 5.756 -2.190
H: -1.332 5.759 -3.545
H: 3.107 -1.894 4.029
H: 4.369 -3.610 5.122

E_tot   -27756.063 eV
ΔE to the lowest compared entry with this formula, charge and spin   39.12 kcal/mol
HOMO   -7.38 eV
SMILES   Cc1ccc(N/C=C(\C#N)c2ccc(OCCCF)cc2)cc1
E_LUMO   0.36 eV

=====

A structure of composition C16H31F3P2W in a non-equilibrium geometry, computed with the ωB97M-V functional and the def2-TZVPD basis.

Geometry (Å):
W: -0.828 0.070 1.337
P: 0.950 1.493 1.650
P: 0.845 -1.679 1.000
F: -2.717 0.663 3.709
F: -2.191 2.558 2.745
F: -0.752 1.587 4.085
C: 2.161 0.819 0.444
C: -1.667 1.298 3.040
C: -0.189 1.369 -2.108
C: -1.372 -1.468 -2.082
C: -2.167 -0.738 -3.110
C: 1.592 2.846 2.624
C: 0.772 -0.758 -3.193
C: -2.554 0.668 -2.625
C: -0.055 -1.601 -2.249
C: 0.382 0.718 -3.323
C: -1.507 1.355 -1.824
C: 2.175 -2.499 1.955
C: -0.284 -3.059 0.594
C: 1.693 -0.525 -0.173
C: -0.305 2.391 0.725
C: -0.475 -1.191 3.066
H: 2.883 -1.766 2.384
H: 1.805 -0.828 -2.799
H: 0.177 2.943 -0.119
H: 0.808 -1.176 -4.216
H: 0.016 -3.495 -0.366
H: -0.790 3.146 1.345
H: 2.741 -3.210 1.312
H: 3.124 0.706 0.998
H: -0.192 -3.808 1.403
H: -1.940 2.035 -1.090
H: -2.866 1.241 -3.513
H: -0.527 -2.298 2.934
H: -1.373 -0.867 3.627
H: -1.105 1.674 0.285
H: 2.243 1.599 -0.353
H: 2.645 2.640 2.833
H: 1.507 3.755 1.995
H: -3.094 -1.260 -3.391
H: 0.521 2.041 -1.630
H: 0.990 2.941 3.523
H: -1.542 -0.660 -4.028
H: 2.532 -1.086 -0.608
H: 0.465 -0.911 3.569
H: -1.345 -2.755 0.549
H: 1.707 -3.061 2.775
H: 1.307 1.266 -3.585
H: -1.942 -1.897 -1.246
H: 0.517 -2.413 -1.807
H: 0.978 -0.264 -0.954
H: -3.422 0.596 -1.957
H: -0.338 0.857 -4.155

Total charge   +2
E_tot   -45627.254 eV
2S+1   3
ΔE to the lowest compared entry with this formula, charge and spin   63.93 kcal/mol
⟨S²⟩   2.0324
HOMO (alpha / beta)   -15.43 / -15.44 eV
E_LUMO (alpha / beta)   -8.20 / -8.29 eV

=====

The molecule C7H8O in a non-equilibrium geometry, computed with the ωB97M-V functional and the def2-TZVPD basis.

Geometry (Å):
O: -0.405 2.003 -0.944
C: -2.113 -2.096 0.197
C: 2.211 -0.335 -0.669
C: -1.216 -1.300 0.241
C: -0.172 0.591 -1.084
C: -0.223 -0.249 0.297
C: 0.926 -0.086 -0.527
C: -0.186 0.486 1.619
H: -0.857 1.351 1.602
H: -0.264 2.458 -1.792
H: 0.822 0.839 1.867
H: -2.945 -2.761 0.160
H: -0.594 0.114 -1.965
H: 2.764 0.062 -1.513
H: -0.503 -0.166 2.442
H: 2.755 -0.911 0.071

E_tot   -9431.655 eV
ΔE to the lowest compared entry with this formula, charge and spin   105.77 kcal/mol
HOMO   -9.02 eV
SMILES   C#C[C@@]1(C)C(=C)[C@@H]1O
E_LUMO   0.63 eV

=====

The molecule C4H7N3 in a non-equilibrium geometry, computed with the ωB97M-V functional and the def2-TZVPD basis.

Geometry (Å):
N: -0.279 -0.233 0.743
N: -1.227 -1.477 -0.991
N: 1.282 -3.177 0.862
C: 0.510 -2.426 0.435
C: -0.402 -1.372 -0.024
C: -0.593 1.072 0.155
C: 0.691 1.822 -0.244
H: 0.543 -0.195 1.333
H: -1.203 1.610 0.883
H: 1.017 2.584 0.477
H: -1.251 -2.411 -1.392
H: 0.678 2.270 -1.247
H: -1.216 0.893 -0.719
H: 1.449 1.040 -0.272

E_tot   -8730.978 eV
ΔE to the lowest compared entry with this formula, charge and spin   16.17 kcal/mol
HOMO   -9.78 eV
SMILES   [H]/N=C(\C#N)NCC
E_LUMO   0.70 eV

=====

The ion C7H14Br2NO with charge +1, computed with the ωB97M-V functional and the def2-TZVPD basis.

Geometry (Å):
Br: 1.083 -0.302 -2.158
Br: 3.511 1.787 -0.747
O: -1.983 -0.359 -1.465
N: -0.209 0.226 0.377
C: -1.449 1.095 0.406
C: 2.756 -0.523 0.749
C: 2.198 0.804 0.268
C: -1.703 -1.504 -0.699
C: 0.911 0.725 -0.556
C: -2.473 0.692 -0.675
C: -0.568 -1.242 0.315
H: 2.900 -1.210 -0.084
H: 0.335 -1.785 0.057
H: 0.193 0.354 1.307
H: -2.667 1.527 -1.343
H: -1.397 -2.281 -1.394
H: -2.602 -1.841 -0.171
H: -1.864 0.987 1.407
H: 1.974 1.462 1.113
H: -1.115 2.124 0.290
H: 0.617 1.727 -0.852
H: -0.863 -1.520 1.327
H: -3.416 0.410 -0.193
H: 3.722 -0.364 1.221
H: 2.109 -0.989 1.499

Total charge   +1
E_tot   -151101.269 eV
HOMO   -13.71 eV
SMILES   C[C@@H](Br)[C@@H](Br)[NH+]1CCOCC1
E_LUMO   -3.17 eV

=====

Copy entry 3 word for word.
The molecule C7H8O in a non-equilibrium geometry, computed with the ωB97M-V functional and the def2-TZVPD basis.

Geometry (Å):
O: -0.405 2.003 -0.944
C: -2.113 -2.096 0.197
C: 2.211 -0.335 -0.669
C: -1.216 -1.300 0.241
C: -0.172 0.591 -1.084
C: -0.223 -0.249 0.297
C: 0.926 -0.086 -0.527
C: -0.186 0.486 1.619
H: -0.857 1.351 1.602
H: -0.264 2.458 -1.792
H: 0.822 0.839 1.867
H: -2.945 -2.761 0.160
H: -0.594 0.114 -1.965
H: 2.764 0.062 -1.513
H: -0.503 -0.166 2.442
H: 2.755 -0.911 0.071

E_tot   -9431.655 eV
ΔE to the lowest compared entry with this formula, charge and spin   105.77 kcal/mol
HOMO   -9.02 eV
SMILES   C#C[C@@]1(C)C(=C)[C@@H]1O
E_LUMO   0.63 eV

=====

Copy entry 5 word for word.
The ion C7H14Br2NO with charge +1, computed with the ωB97M-V functional and the def2-TZVPD basis.

Geometry (Å):
Br: 1.083 -0.302 -2.158
Br: 3.511 1.787 -0.747
O: -1.983 -0.359 -1.465
N: -0.209 0.226 0.377
C: -1.449 1.095 0.406
C: 2.756 -0.523 0.749
C: 2.198 0.804 0.268
C: -1.703 -1.504 -0.699
C: 0.911 0.725 -0.556
C: -2.473 0.692 -0.675
C: -0.568 -1.242 0.315
H: 2.900 -1.210 -0.084
H: 0.335 -1.785 0.057
H: 0.193 0.354 1.307
H: -2.667 1.527 -1.343
H: -1.397 -2.281 -1.394
H: -2.602 -1.841 -0.171
H: -1.864 0.987 1.407
H: 1.974 1.462 1.113
H: -1.115 2.124 0.290
H: 0.617 1.727 -0.852
H: -0.863 -1.520 1.327
H: -3.416 0.410 -0.193
H: 3.722 -0.364 1.221
H: 2.109 -0.989 1.499

Total charge   +1
E_tot   -151101.269 eV
HOMO   -13.71 eV
SMILES   C[C@@H](Br)[C@@H](Br)[NH+]1CCOCC1
E_LUMO   -3.17 eV

=====

> Among the records above, which one has the highest E_tot?

C4H7N3